Entry 1:
{"formula": "C4H6N4", "method": "ωB97M-V/def2-TZVPD", "elements": ["C", "C", "C", "C", "N", "N", "N", "N", "H", "H", "H", "H", "H", "H"], "coordinates": [[-1.17596, -1.11302, 1.26906], [-0.53129, -0.32373, -0.83104], [0.30940, 1.53968, -0.42214], [1.89396, -0.41523, -0.09101], [-2.25888, -0.74918, 1.61471], [-1.49071, 0.57316, -1.03532], [-0.94826, 1.75771, -0.75883], [0.66466, 0.22545, -0.51939], [-3.21699, -0.66096, 1.85075], [-0.75721, -1.37271, -0.87792], [0.99235, 2.35095, -0.13228], [2.66096, -0.09210, -0.88757], [2.18331, -0.27687, 1.02775], [1.67468, -1.44314, -0.20676]], "mulliken_charge": [-0.087, -0.235, -0.155, -0.833, -0.164, -0.400, -0.452, 0.155, 0.269, 0.564, 0.393, 0.337, 0.280, 0.329], "homo_lumo_gap_ev": 9.84, "homo_ha": -0.3288, "e_above_lowest_ev": 3.287, "mol_weight_g_mol": 110.120, "total_energy_ev": -10202.6526}

***

Entry 2:
{"formula": "C4H6N4", "method": "ωB97M-V/def2-TZVPD", "elements": ["H", "N", "N", "C", "N", "C", "C", "C", "N", "H", "H", "H", "H", "H"], "coordinates": [[1.01557, 1.03651, -3.25759], [1.04881, 0.51562, -2.32352], [-0.07317, 0.77005, -1.79001], [-0.31470, 0.26087, -0.55742], [-1.55172, 0.48534, -0.00070], [-1.62203, -0.04436, 1.25747], [-0.39171, -0.61958, 1.55079], [0.44768, -0.35220, 0.41790], [1.79888, -0.48693, 0.40670], [-2.33166, 1.02982, -0.41243], [-2.56175, 0.03863, 1.80298], [-0.06610, -1.14914, 2.46489], [2.26469, -0.26954, -0.48824], [2.33721, -1.21509, 0.92918]], "mulliken_charge": [0.234, -0.632, -0.226, -0.280, -0.033, -0.500, -0.662, 1.175, -0.516, 0.249, 0.364, 0.322, 0.277, 0.228], "homo_lumo_gap_ev": 8.28, "smiles": "[H]/N=N/c1[nH]ccc1N", "homo_ha": -0.2796, "e_above_lowest_ev": 1.804, "mol_weight_g_mol": 110.120, "total_energy_ev": -10204.1361}

***

Entry 3:
{"formula": "C4H6N4", "method": "ωB97M-V/def2-TZVPD", "elements": ["C", "C", "C", "C", "H", "H", "H", "H", "H", "H", "N", "N", "N", "N"], "coordinates": [[1.45377, 0.88681, 1.03427], [0.68368, -0.72210, -0.87517], [-0.71574, -0.68212, -0.39907], [-0.59486, 0.59035, -0.00236], [1.01610, 0.25459, 1.85116], [1.31251, 1.83667, 1.32236], [2.60344, 0.71255, 1.13120], [0.86345, -0.73823, -1.93717], [1.59928, -1.32215, -0.41743], [-2.42594, -1.97272, -0.75271], [0.80852, 0.70050, -0.34250], [-2.06509, -0.92122, -0.57359], [-2.70524, 0.17196, -0.07175], [-1.83388, 1.20510, 0.03276]], "mulliken_charge": [-0.918, -0.293, 0.322, 0.146, 0.339, 0.384, 0.279, 0.225, 0.218, 0.332, -0.277, 0.025, -0.461, -0.320], "homo_lumo_gap_ev": 9.81, "homo_ha": -0.3383, "e_above_lowest_ev": 5.510, "mol_weight_g_mol": 110.120, "total_energy_ev": -10200.4297}

***

Entry 4:
{"formula": "C4H6N4O", "method": "ωB97M-V/def2-TZVPD", "elements": ["H", "N", "C", "N", "C", "C", "N", "C", "N", "H", "O", "H", "H", "H", "H"], "coordinates": [[-1.42064, 0.70732, -3.32824], [-0.85072, 1.24132, -2.48987], [-0.66452, 0.54717, -1.48680], [-1.32700, -0.74653, -0.82127], [-0.69849, -1.59593, 0.22425], [0.12167, -1.17154, 1.30331], [1.20836, -0.15109, 1.33638], [0.99505, 1.01935, 0.53289], [1.42228, 2.22874, 0.89432], [1.93161, 2.35855, 1.75083], [0.44646, 0.99435, -0.66341], [-1.68131, -1.21760, -1.59546], [-1.40827, -2.36905, 0.25454], [0.21521, -2.15277, 1.88619], [1.71031, 0.30771, 2.20236]], "mulliken_charge": [0.283, -0.537, 0.441, -0.254, -0.293, -0.297, -0.205, 0.638, -0.694, 0.182, -0.391, 0.249, 0.337, 0.256, 0.284], "homo_lumo_gap_ev": 8.73, "smiles": "[H]/N=C1\\NC=CN/C(=N\\[H])O1", "homo_ha": -0.3052, "e_above_lowest_ev": 4.413, "mol_weight_g_mol": 126.119, "total_energy_ev": -12248.5654}

***

Entry 5:
{"formula": "C4H6N4O", "method": "ωB97M-V/def2-TZVPD", "elements": ["C", "C", "N", "N", "N", "C", "O", "N", "C", "H", "H", "H", "H", "H", "H"], "coordinates": [[2.57940, 1.21371, -0.11139], [1.72606, 0.36785, -0.58066], [0.11963, 0.52683, 0.04607], [-0.07798, 1.45526, 0.91593], [-1.22562, 1.34935, 1.45784], [-1.83718, 0.25495, 0.91474], [-2.91867, -0.21411, 1.09559], [-0.92553, -0.34384, 0.01287], [-1.20401, -1.62126, -0.59749], [3.59854, 1.29497, -0.30080], [2.18189, 2.07172, 0.48005], [1.84691, -0.48300, -1.04465], [-2.20741, -1.84942, -0.41990], [-1.07881, -1.61061, -1.65105], [-0.57722, -2.41241, -0.21715]], "mulliken_charge": [-0.603, -0.128, 0.468, -0.198, -0.677, 0.550, -0.610, 0.002, -0.868, 0.319, 0.257, 0.452, 0.375, 0.341, 0.321], "homo_lumo_gap_ev": 9.09, "smiles": "C=Cn1nnc(=O)n1C", "homo_ha": -0.3188, "e_above_lowest_ev": 4.113, "mol_weight_g_mol": 126.119, "total_energy_ev": -12248.8658}

***

Entry 6:
{"formula": "C4H6N4O", "method": "ωB97M-V/def2-TZVPD", "elements": ["H", "N", "C", "N", "C", "N", "N", "C", "C", "O", "H", "H", "H", "H", "H"], "coordinates": [[0.68450, 1.23787, 2.91383], [0.06889, 1.72766, 2.21329], [0.20819, 1.23588, 1.03248], [-0.58654, 1.76156, -0.01908], [-1.09601, 1.09341, -0.94310], [-1.11735, -0.23209, -1.13638], [-0.58897, -1.32107, -0.40730], [0.81070, -1.22175, -0.23406], [1.13417, 0.05285, 0.69382], [2.14846, 0.04808, 1.28582], [-1.45429, 1.55852, -1.87852], [-1.74617, -0.51663, -1.89015], [-0.88672, -2.22129, -0.81697], [1.10342, -2.15608, 0.40059], [1.31773, -1.04693, -1.21428]], "mulliken_charge": [0.265, -0.622, 0.381, -0.477, 0.120, -0.129, -0.423, -0.278, 0.276, -0.462, 0.286, 0.211, 0.282, 0.294, 0.275], "homo_lumo_gap_ev": 8.91, "smiles": "[H]/N=C1/N=CNNCC1=O", "homo_ha": -0.3155, "e_above_lowest_ev": 2.712, "mol_weight_g_mol": 126.119, "total_energy_ev": -12250.2666}

***

Entry 7:
{"formula": "C4H6N4O2", "method": "ωB97M-V/def2-TZVPD", "elements": ["O", "C", "N", "C", "N", "C", "O", "N", "C", "N", "H", "H", "H", "H", "H", "H"], "coordinates": [[-3.00129, -0.00851, -1.09994], [-1.94997, 0.01208, -0.46807], [-1.11337, 1.04483, -0.17452], [0.02786, 0.77978, 0.65705], [1.34941, 1.10296, 0.02152], [1.90507, -0.03223, -0.47230], [2.79877, -0.18624, -1.24129], [1.22549, -1.14973, 0.08915], [-0.04800, -0.77531, 0.73646], [-1.34667, -1.08013, 0.03630], [-1.56367, 2.00152, -0.30330], [-0.02125, 1.33014, 1.51369], [2.04649, 2.05007, -0.19053], [1.35704, -1.98181, -0.51983], [-0.16157, -1.09331, 1.79297], [-1.50435, -2.01410, -0.37735]], "mulliken_charge": [-0.645, 0.268, -0.274, -0.063, -0.298, 0.238, -0.592, -0.240, -0.011, -0.213, 0.279, 0.398, 0.342, 0.279, 0.278, 0.253], "homo_lumo_gap_ev": 10.48, "smiles": "O=C1N[C@H]2NC(=O)N[C@H]2N1", "homo_ha": -0.3659, "e_above_lowest_ev": 1.482, "mol_weight_g_mol": 142.118, "total_energy_ev": -14301.0640}

***

Entry 8:
{"formula": "C4H6N4O2", "method": "ωB97M-V/def2-TZVPD", "elements": ["C", "N", "C", "N", "C", "N", "C", "N", "O", "O", "H", "H", "H", "H", "H", "H"], "coordinates": [[1.63505, 1.46371, -0.48155], [0.37039, 0.86922, -0.35791], [-0.85237, 1.41452, -0.26059], [-1.84530, 0.58599, -0.07840], [-1.24967, -0.65733, 0.19030], [-2.09696, -1.63538, 0.49249], [0.15109, -0.49317, 0.09835], [1.11867, -1.45796, 0.20558], [0.69330, -2.54717, 0.45151], [2.28432, -1.12752, 0.09316], [2.26924, 1.50962, 0.36516], [2.17193, 0.88414, -1.12787], [1.40731, 2.58136, -0.62191], [-1.17320, 2.47682, -0.38832], [-1.78563, -2.35546, 1.13284], [-3.09817, -1.51138, 0.28715]], "mulliken_charge": [-0.819, 0.086, 0.055, -0.700, 0.877, -0.426, -0.510, 0.979, -0.669, -0.673, 0.354, 0.330, 0.278, 0.341, 0.237, 0.261], "homo_lumo_gap_ev": [8.77, 8.77], "smiles": "Cn1cnc(N)c1[N+](=O)[O-]", "homo_ha": [-0.3153, -0.3153], "e_above_lowest_ev": 5.493, "mol_weight_g_mol": 142.118, "total_energy_ev": -14297.0529}

***

Entry 9:
{"formula": "C4H6N4O2", "method": "ωB97M-V/def2-TZVPD", "elements": ["C", "C", "C", "C", "N", "N", "N", "N", "O", "O", "H", "H", "H", "H", "H", "H"], "coordinates": [[2.91462, 0.62658, 0.33727], [0.46696, 0.82333, 0.20697], [-1.74024, 1.55072, -0.15394], [-0.88927, -1.30740, -0.05757], [3.60404, -0.25327, 0.51316], [-0.47392, 1.60777, 0.23938], [0.41117, -0.58103, -0.04465], [1.81276, 1.35811, 0.13698], [-2.62892, 1.39568, 0.64146], [-0.76529, -2.81178, -0.05137], [-1.86071, 1.65173, -1.23885], [-1.49754, -1.05306, -0.85238], [1.18366, -1.10680, 0.35426], [2.00539, 2.43451, 0.17020], [-1.70858, -1.16695, 0.75698], [-0.83412, -3.16815, -0.95790]], "lowdin_spin": [0.002, 0.042, 0.613, 0.017, 0.000, 0.248, 0.013, 0.008, 0.953, 0.007, 0.084, 0.010, 0.000, 0.003, 0.002, 0.000], "homo_lumo_gap_ev": [6.13, 7.16], "spin_multiplicity": 3, "homo_ha": [-0.2075, -0.3687], "e_above_lowest_ev": 2.308, "mol_weight_g_mol": 142.118, "total_energy_ev": -14293.6875}

***

Entry 10:
{"formula": "C4H6N4OS", "method": "ωB97M-V/def2-TZVPD", "elements": ["N", "C", "O", "C", "C", "N", "N", "C", "N", "S", "H", "H", "H", "H", "H", "H"], "coordinates": [[-2.00075, -1.41494, 0.36954], [-0.88066, -2.28593, 0.53214], [-0.88269, -3.44179, 0.43787], [0.44532, -1.53880, 0.99355], [0.74776, -0.24105, 0.21253], [1.49714, -0.13568, -0.83275], [1.57533, 1.12405, -1.35687], [0.82774, 1.89846, -0.69179], [0.76198, 3.31426, -0.98664], [-0.02751, 1.28054, 0.68795], [-1.75818, -0.44284, 0.34226], [-3.05961, -1.77450, 0.01703], [0.28300, -1.45650, 1.98788], [1.14498, -2.10359, 0.64602], [1.29787, 3.43480, -1.75692], [0.02826, 3.78352, -0.60180]], "mulliken_charge": [-0.336, 0.538, -0.510, -0.821, 0.484, -0.352, -0.468, 0.530, -0.418, -0.243, 0.116, 0.280, 0.393, 0.362, 0.246, 0.201], "homo_lumo_gap_ev": 9.51, "smiles": "NC(=O)Cc1nnc(N)s1", "homo_ha": -0.3373, "e_above_lowest_ev": 1.393, "mol_weight_g_mol": 158.186, "total_energy_ev": -23086.6537}

***

Entry 11:
{"formula": "C4H6N4S", "method": "ωB97M-V/def2-TZVPD", "elements": ["H", "N", "C", "N", "C", "N", "C", "C", "N", "S", "H", "H", "H", "H", "H"], "coordinates": [[-2.43335, -0.66381, 1.82385], [-1.60169, -0.16748, 1.44507], [-1.16756, -0.70867, 0.40395], [-1.76000, -1.65889, -0.28108], [0.29099, -0.07918, -0.33425], [0.96988, -0.50247, -1.37434], [2.00100, 0.32374, -1.49480], [2.04128, 1.24812, -0.49031], [0.84761, 1.07013, 0.21047], [0.38956, 1.91067, 1.64224], [-1.28610, -2.35470, -0.74620], [-2.75160, -1.84412, -0.03671], [2.68020, 0.12898, -2.24403], [2.67199, 2.05384, -0.09847], [-0.89220, 1.24384, 1.57461]], "mulliken_charge": [0.182, -0.554, 0.405, -0.383, 0.411, -0.622, -0.539, -0.200, -0.027, -0.257, 0.228, 0.214, 0.489, 0.373, 0.280], "homo_lumo_gap_ev": 8.96, "smiles": "[H]/N=C(\\N)c1nccn1S", "homo_ha": -0.3044, "e_above_lowest_ev": 1.589, "mol_weight_g_mol": 142.187, "total_energy_ev": -21039.0396}

***

Entry 12:
{"formula": "C4H6N6", "method": "ωB97M-V/def2-TZVPD", "elements": ["N", "C", "C", "C", "C", "N", "N", "N", "N", "N", "H", "H", "H", "H", "H", "H"], "coordinates": [[-2.78963, 1.01854, -0.72480], [-2.14270, -0.01452, -0.57114], [-1.46889, -0.92478, 0.08658], [-0.01833, -1.07222, 0.23348], [0.81019, -2.20681, 0.07172], [2.05247, -1.85000, 0.25280], [2.10730, -0.53684, 0.41218], [0.87262, -0.09742, 0.38487], [0.58296, 1.23339, 0.68344], [1.32799, 2.06960, -0.20351], [-2.98944, 1.44270, -1.63684], [-1.97397, -1.78511, 0.62783], [0.57765, -3.22726, -0.06459], [-0.50494, 1.38879, 0.35095], [2.33275, 1.61138, -0.12289], [1.22395, 2.95058, 0.21994]], "mulliken_charge": [-0.486, 0.446, -0.981, 0.749, -0.545, -0.457, -0.579, 0.785, -0.374, -0.547, 0.289, 0.309, 0.457, 0.353, 0.339, 0.243], "homo_lumo_gap_ev": 9.08, "smiles": "N=C=Cc1cnnn1NN", "homo_ha": -0.3201, "e_above_lowest_ev": 2.455, "mol_weight_g_mol": 138.134, "total_energy_ev": -13180.6237}

***

Entry 13:
{"formula": "C4H6NO", "method": "ωB97M-V/def2-TZVPD", "elements": ["C", "N", "C", "C", "C", "O", "H", "H", "H", "H", "H", "H"], "coordinates": [[1.20927, -2.05184, 0.02558], [0.49354, -1.01639, 0.00265], [0.11745, 0.11292, 0.06158], [-1.18227, 0.78358, 0.00478], [1.61072, 1.26509, -0.09980], [2.61858, 0.64057, -0.03962], [1.27060, -2.54575, -0.83717], [1.58919, -2.51676, 0.88609], [-1.20639, 1.35594, 0.89386], [-1.03303, 1.20378, -1.01794], [-1.92138, 0.10345, 0.13732], [1.43797, 2.27136, -0.22945]], "mulliken_charge": [-0.135, 0.041, 0.328, -1.145, 0.131, -0.313, 0.306, 0.288, 0.361, 0.322, 0.376, 0.439], "homo_lumo_gap_ev": 9.76, "smiles": "C=[N+]=C(C)C=O", "homo_ha": -0.5507, "e_above_lowest_ev": 2.573, "charge": 1, "mol_weight_g_mol": 84.098, "total_energy_ev": -7772.3239}

***

Entry 14:
{"formula": "C4H6NO", "method": "ωB97M-V/def2-TZVPD", "elements": ["C", "C", "C", "C", "N", "O", "H", "H", "H", "H", "H", "H"], "coordinates": [[0.84442, 0.26856, 0.74467], [1.84219, 0.98582, 0.10522], [0.03863, -0.32109, 1.80695], [-0.00488, 0.55212, -1.72053], [0.77565, 0.41605, -0.59287], [3.26737, 2.03463, -0.28728], [-0.58257, 0.52289, 2.09982], [0.61246, -0.57319, 2.66490], [-0.63214, -1.16757, 1.30869], [0.49435, -0.04828, -2.42245], [0.19479, 1.58520, -1.93305], [-1.12752, 0.35958, -1.49619]], "lowdin_spin": [0.102, 0.258, 0.006, 0.065, 0.454, 1.071, 0.003, -0.001, 0.000, 0.020, 0.018, 0.003], "homo_lumo_gap_ev": [7.02, 9.66], "spin_multiplicity": 3, "homo_ha": [-0.4888, -0.6213], "e_above_lowest_ev": 5.225, "charge": 1, "mol_weight_g_mol": 84.098, "total_energy_ev": -7765.9469}

***

Entry 15:
{"formula": "C4H6NO2", "method": "ωB97M-V/def2-TZVPD", "elements": ["C", "C", "C", "N", "H", "H", "H", "H", "H", "O", "C", "O", "H"], "coordinates": [[-0.59003, -0.32985, -0.89839], [-1.27982, 0.07521, -1.95378], [0.97904, -1.72033, -0.01401], [0.15671, -1.53507, -0.96182], [-0.55420, 0.21717, 0.04480], [-1.29422, -0.50773, -2.86853], [-1.81403, 1.01605, -1.95608], [1.61194, -2.60545, -0.08585], [1.04143, -1.06346, 0.85964], [0.24474, 2.34641, 0.96124], [0.43081, 1.60889, 1.94550], [0.06037, 0.42311, 2.13204], [1.00726, 2.07504, 2.79524]], "mulliken_charge": [0.068, -0.737, -0.151, -0.529, 0.209, 0.324, 0.294, 0.255, 0.252, -0.661, -0.036, -0.705, 0.418], "homo_lumo_gap_ev": 8.52, "homo_ha": -0.1568, "e_above_lowest_ev": 1.161, "charge": -1, "mol_weight_g_mol": 100.097, "total_energy_ev": -9830.5225}

***

Entry 16:
{"formula": "C4H6NO2", "method": "ωB97M-V/def2-TZVPD", "elements": ["C", "C", "C", "C", "N", "O", "O", "H", "H", "H", "H", "H", "H"], "coordinates": [[-1.24112, -1.84458, 0.25833], [-3.03719, 0.32051, -0.02199], [0.43487, 1.36343, -0.34344], [0.26200, -0.10274, -0.09610], [-0.96253, -0.58030, 0.05354], [-3.10296, 0.83164, 1.02322], [-3.37598, -0.03132, -1.07942], [-2.26260, -2.13952, 0.45247], [-0.47148, -2.61056, 0.35777], [-0.49799, 1.87651, -0.10133], [0.68344, 1.61424, -1.39117], [1.22914, 1.79832, 0.28027], [1.14391, -0.74538, -0.06705]], "mulliken_charge": [-0.751, 0.783, -0.782, -0.449, -0.209, -0.455, -0.457, 0.154, 0.241, 0.178, 0.148, 0.255, 0.344], "homo_lumo_gap_ev": 5.09, "homo_ha": -0.0392, "e_above_lowest_ev": 1.975, "charge": -1, "mol_weight_g_mol": 100.097, "total_energy_ev": -9829.7079}

***

Entry 17:
{"formula": "C4H6NO2", "method": "ωB97M-V/def2-TZVPD", "elements": ["C", "C", "C", "C", "N", "O", "O", "H", "H", "H", "H", "H", "H"], "coordinates": [[-0.90628, 0.00323, 1.72424], [-0.53850, -0.75458, 0.70503], [-0.44977, 1.38778, 1.95449], [1.11336, -0.38548, -2.35864], [0.24003, -0.22674, -0.21671], [0.52455, 1.97730, 1.77674], [0.75835, -0.97852, -1.10447], [-1.86419, -0.27154, 2.35784], [-0.99728, -1.81437, 0.57846], [-1.43675, 1.85031, 2.31132], [0.37688, -0.87434, -3.01941], [2.15115, -0.64143, -2.45631], [1.02846, 0.72837, -2.25258]], "mulliken_charge": [-0.070, -0.141, 0.165, -0.434, 0.010, -0.284, -0.025, 0.312, 0.372, 0.241, 0.273, 0.259, 0.322], "homo_lumo_gap_ev": 7.23, "homo_ha": -0.5516, "e_above_lowest_ev": 5.073, "charge": 1, "mol_weight_g_mol": 100.097, "total_energy_ev": -9817.5279}